# C16H15N5O4

C16H15N5O4 in the gas phase in a non-equilibrium geometry (ωB97M-V/def2-TZVPD, the OMol25 dataset).

```
40
Properties=species:S:1:pos:R:3:lowdin_charge:R:1
C -3.016 3.549 -4.279 -0.069
C -1.595 3.191 -3.814 -0.211
O -1.461 1.853 -3.279 0.017
C -1.945 1.670 -2.005 -0.416
O -2.373 2.579 -1.275 0.102
C -1.688 0.375 -1.425 -0.027
C -0.678 0.165 -0.532 -0.108
C 0.340 1.246 -0.132 0.031
N -0.496 -1.146 -0.026 -0.017
C 0.448 -1.324 0.991 -0.271
C 1.725 -1.769 0.672 -0.001
C 2.748 -1.849 1.609 -0.008
C 2.516 -1.438 2.937 -0.132
C 3.654 -1.395 3.916 -0.287
N 4.902 -1.684 3.663 0.069
N 5.630 -1.390 4.821 -0.038
N 4.875 -0.966 5.791 0.012
N 3.648 -0.935 5.215 0.034
C 1.182 -1.066 3.292 -0.006
C 0.156 -0.987 2.312 0.007
C -1.134 -2.260 -0.513 0.042
C -2.174 -2.101 -1.386 -0.200
O -2.856 -3.202 -1.857 0.042
C -2.523 -0.752 -1.869 -0.301
O -3.387 -0.570 -2.723 0.061
H -3.051 4.454 -4.879 0.068
H -3.414 2.722 -4.892 0.085
H -3.728 3.702 -3.422 0.088
H -1.212 3.948 -3.081 0.131
H -0.956 3.271 -4.659 0.101
H 0.003 2.205 -0.550 0.085
H 0.371 1.428 0.938 0.083
H 1.336 0.967 -0.503 0.100
H 1.930 -2.087 -0.347 0.131
H 3.745 -2.185 1.308 0.121
H 2.802 -0.722 5.758 0.151
H 0.948 -0.772 4.323 0.105
H -0.856 -0.584 2.575 0.144
H -0.832 -3.248 -0.201 0.148
H -3.585 -2.895 -2.469 0.133
```

The value obtained for the HOMO-LUMO gap is 8.04 eV. For the LUMO energy, the calculation gives -0.0154 hartree. The value obtained for the HOMO energy is -8.456 eV. The value obtained for the total energy is -1193.4034 Eh. The molar mass comes out at 341.33 g/mol. The SMILES is CCOC(=O)c1c(C)n(-c2ccc(-c3nnn[nH]3)cc2)cc(O)c1=O.

# C16H15NO3S

C16H15NO3S in the gas phase (ωB97M-V/def2-TZVPD, the OMol25 dataset).

```
36
Properties=species:S:1:pos:R:3:lowdin_charge:R:1
C 6.596 1.850 1.666 -0.057
O 5.733 0.725 1.721 -0.042
C 4.420 0.993 1.500 -0.554
O 3.990 2.091 1.271 0.109
N 3.724 -0.173 1.585 0.148
C 2.351 -0.383 1.436 -0.220
C 1.866 -1.681 1.596 -0.026
C 0.520 -1.942 1.468 -0.119
C -0.369 -0.913 1.171 -0.524
S -2.071 -1.380 1.034 0.968
C -2.982 0.201 1.001 -0.373
C -2.916 0.892 -0.346 -0.424
O -2.490 2.024 -0.425 0.086
C -3.366 0.135 -1.533 -0.171
C -4.122 -1.034 -1.462 -0.054
C -4.506 -1.680 -2.621 -0.073
C -4.144 -1.175 -3.860 -0.077
C -3.396 -0.011 -3.941 -0.071
C -3.012 0.641 -2.786 -0.009
C 0.108 0.378 0.998 -0.065
C 1.460 0.641 1.134 0.005
H 6.334 2.570 2.444 0.096
H 7.601 1.466 1.825 0.092
H 6.522 2.341 0.693 0.096
H 4.280 -0.991 1.793 0.153
H 2.549 -2.486 1.827 0.112
H 0.142 -2.945 1.597 0.100
H -4.012 -0.067 1.242 0.083
H -2.588 0.853 1.780 0.092
H -4.418 -1.444 -0.509 0.091
H -5.093 -2.585 -2.559 0.105
H -4.446 -1.688 -4.761 0.104
H -3.113 0.386 -4.905 0.104
H -2.429 1.549 -2.827 0.119
H -0.549 1.194 0.750 0.091
H 1.825 1.645 1.003 0.105
```

The value obtained for the HOMO-LUMO gap is 7.93 eV. For the LUMO energy, the calculation gives 0.0053 hartree. The value obtained for the HOMO energy is -7.790 eV. The value obtained for the total energy is -1297.3957 Eh. The molar mass comes out at 301.37 g/mol. The SMILES is COC(=O)Nc1ccc(SCC(=O)c2ccccc2)cc1.

# C16H16AuF3N3O2S2

A molecular structure, C16H16AuF3N3O2S2 (ωB97M-V/def2-TZVPD, the OMol25 dataset).

```
43
Properties=species:S:1:pos:R:3:lowdin_spin:R:1
Au -0.463 -0.100 0.584 0.529
C -0.326 -1.226 -2.557 0.003
C -0.997 -2.216 -1.662 0.018
C -1.360 -3.482 -2.173 -0.008
C -2.004 -4.379 -1.377 0.014
C -2.356 -4.012 -0.059 0.006
C -3.089 -4.870 0.797 0.145
C -3.469 -4.464 2.053 -0.003
C -3.144 -3.182 2.490 0.128
C -2.411 -2.299 1.688 0.080
S -2.145 -0.718 2.251 0.647
C -1.977 -2.737 0.387 0.051
N -1.259 -1.894 -0.405 0.082
H -0.660 -1.379 -3.582 0.000
H 0.759 -1.352 -2.540 0.001
H -0.551 -0.204 -2.255 0.000
H -1.116 -3.717 -3.199 0.000
H -2.274 -5.359 -1.749 0.000
H -3.352 -5.856 0.436 0.007
H -4.030 -5.125 2.697 -0.003
H -3.467 -2.840 3.465 0.005
F -0.855 4.386 1.975 0.001
C -0.508 4.176 0.706 0.006
F -1.316 4.879 -0.077 0.002
F 0.746 4.655 0.544 0.001
C -0.523 2.672 0.330 0.008
O -0.751 2.352 -0.822 -0.003
O -0.242 1.901 1.312 0.117
C 2.378 2.381 -1.914 0.001
N 2.671 2.325 -0.495 0.012
C 3.439 3.389 0.160 0.001
C 3.339 3.009 1.641 0.001
N 2.935 1.607 1.546 0.011
C 2.483 1.308 0.328 0.022
S 1.876 -0.251 -0.106 0.117
H 3.308 2.410 -2.483 0.000
H 1.792 3.276 -2.122 0.000
H 1.792 1.512 -2.194 0.000
H 3.008 4.360 -0.061 0.000
H 4.468 3.370 -0.207 0.001
H 2.583 3.592 2.170 0.001
H 4.291 3.108 2.157 0.000
H 2.777 0.995 2.326 0.000
```

The value obtained for the HOMO-LUMO gap (alpha / beta) is 7.20 / 5.95 eV. For the LUMO energy (alpha / beta), the calculation gives -0.1413 / -0.2208 hartree. The value obtained for the HOMO energy (alpha / beta) is -11.048 / -11.961 eV. Its charge is +1. The value obtained for the total energy is -2165.5429 Eh. As for the multiplicity: 3. The molar mass comes out at 600.42 g/mol.

# C16H16BN3O4

C16H16BN3O4 in the gas phase in a non-equilibrium geometry (ωB97M-V/def2-TZVPD, the OMol25 dataset).

```
40
Properties=species:S:1:pos:R:3:lowdin_charge:R:1
O -1.143 3.297 -0.190 0.096
C -0.685 2.307 0.332 -0.482
C -0.279 2.333 1.817 -0.007
C -0.422 0.968 2.520 -0.285
C 0.694 0.483 3.272 -0.036
N 0.635 -0.640 4.080 0.096
C -0.524 -1.263 4.019 -0.161
C -1.534 -0.814 3.261 -0.122
N -1.524 0.270 2.495 0.116
N -0.555 1.099 -0.275 0.117
C -1.415 0.883 -1.438 -0.166
C -1.169 -0.562 -2.023 -0.069
C 0.257 -0.853 -2.534 -0.140
C 0.766 -0.370 -3.715 -0.057
O 2.086 -0.535 -3.832 0.076
C 2.530 -0.925 -2.560 -0.166
C 3.746 -1.135 -1.973 -0.037
C 3.937 -1.414 -0.634 -0.067
C 2.760 -1.607 0.171 -0.065
C 1.497 -1.394 -0.356 -0.020
C 1.398 -1.090 -1.736 -0.139
B -2.993 0.812 -1.121 -0.601
O -3.952 1.087 -2.117 0.150
O -3.320 0.344 0.120 0.170
H -1.037 3.004 2.381 0.168
H 0.739 2.568 1.989 0.091
H 1.658 1.090 3.212 0.134
H -0.627 -2.187 4.608 0.121
H -2.469 -1.343 3.281 0.114
H -0.380 0.272 0.285 0.097
H -1.289 1.628 -2.201 0.138
H -1.724 -0.725 -3.029 0.156
H -1.467 -1.335 -1.323 0.114
H 0.226 0.165 -4.442 0.128
H 4.697 -1.022 -2.556 0.131
H 4.942 -1.705 -0.347 0.101
H 2.886 -1.653 1.191 0.066
H 0.596 -1.426 0.227 0.093
H -4.830 1.104 -1.724 0.098
H -2.712 0.281 0.864 0.049
```

The value obtained for the HOMO-LUMO gap is 7.88 eV. For the LUMO energy, the calculation gives -0.0144 hartree. The value obtained for the HOMO energy is -8.273 eV. The value obtained for the total energy is -1109.4545 Eh. The molar mass comes out at 325.13 g/mol. The SMILES is O=C(Cc1cnccn1)N[C@@H](Cc1coc2ccccc12)B(O)O.

# C16H16BO2SbSe4V

A molecular structure, C16H16BO2SbSe4V in a non-equilibrium geometry (ωB97M-V/def2-TZVPD, the OMol25 dataset).

```
41
Properties=species:S:1:pos:R:3:lowdin_charge:R:1
V 1.057 1.720 -0.780 -0.212
Se 3.012 5.864 -1.871 -0.190
Sb 2.170 3.723 -2.506 -0.156
Se -0.238 3.458 -1.296 0.314
Se 3.357 1.845 -1.148 0.214
Se 1.932 3.177 -4.816 -0.161
O 0.544 0.301 2.026 0.132
B 0.704 1.445 1.218 -0.533
O 0.844 2.566 2.077 0.116
C 0.800 2.088 3.358 -0.215
C 0.918 2.782 4.538 0.008
C 0.851 2.036 5.718 -0.099
C 0.671 0.655 5.690 -0.102
C 0.551 -0.032 4.478 0.001
C 0.622 0.721 3.331 -0.213
H 1.063 3.855 4.542 0.120
H 0.946 2.541 6.671 0.094
H 0.627 0.104 6.621 0.094
H 0.414 -1.106 4.437 0.117
C 0.228 -0.675 -3.691 -0.055
C -0.526 -0.525 -2.363 -0.550
C -1.783 0.309 -2.620 -0.059
C 0.429 0.148 -1.385 -0.176
C -0.938 -1.869 -1.745 -0.178
C -0.745 -3.101 -2.362 -0.034
C -1.142 -4.286 -1.741 -0.094
C -1.732 -4.257 -0.486 -0.109
C -1.921 -3.032 0.147 -0.083
C -1.527 -1.859 -0.477 -0.034
H 0.477 0.314 -4.083 0.054
H -0.396 -1.195 -4.429 0.086
H 1.161 -1.227 -3.567 0.092
H -1.514 1.261 -3.074 0.058
H -2.323 0.514 -1.697 0.079
H -2.447 -0.232 -3.300 0.090
H 1.178 -0.564 -0.996 0.082
H -0.281 -3.151 -3.340 0.099
H -0.983 -5.233 -2.245 0.095
H -2.034 -5.178 0.000 0.093
H -2.370 -2.991 1.133 0.099
H -1.656 -0.912 0.034 0.115
```

The value obtained for the HOMO-LUMO gap is 6.64 eV. For the LUMO energy, the calculation gives 0.0645 hartree. The value obtained for the HOMO energy is -4.885 eV. Its charge is -1. The value obtained for the total energy is -11584.7620 Eh. The molar mass comes out at 739.66 g/mol.